No. 1
Density functional theory data (wB97M-V/def2-TZVPD) for the molecule C22H20N2O6.

Element x y z (Å)
C (-2.501, 2.766, -4.079)
O (-2.335, 1.915, -2.954)
C (-1.686, 2.451, -1.911)
O (-1.263, 3.584, -1.923)
C (-1.570, 1.558, -0.736)
C (-1.305, 2.192, 0.439)
N (-1.221, 1.548, 1.625)
N (-0.721, 2.242, 2.722)
C (0.556, 1.922, 3.175)
O (0.937, 2.264, 4.263)
C (1.290, 1.164, 2.132)
C (1.660, -0.099, 2.343)
C (2.066, -1.099, 1.366)
C (2.560, -2.306, 1.868)
C (2.860, -3.356, 1.033)
C (2.614, -3.246, -0.325)
C (2.098, -2.074, -0.859)
O (1.770, -1.942, -2.186)
C (1.925, -3.052, -3.033)
C (1.867, -0.964, -0.022)
O (1.392, 0.239, -0.460)
C (1.605, 0.674, -1.786)
C (-1.413, 0.164, 1.758)
O (-1.412, -0.337, 2.862)
C (-1.556, -0.550, 0.495)
C (-1.529, -1.946, 0.548)
C (-1.576, -2.690, -0.607)
C (-1.658, -2.040, -1.835)
C (-1.692, -0.665, -1.904)
C (-1.638, 0.116, -0.744)
H (-1.529, 3.041, -4.494)
H (-3.082, 2.200, -4.803)
H (-3.028, 3.677, -3.790)
H (-1.156, 3.262, 0.468)
H (-1.392, 2.515, 3.432)
H (1.348, 1.632, 1.164)
H (1.571, -0.483, 3.352)
H (2.710, -2.401, 2.932)
H (3.262, -4.276, 1.429)
H (2.815, -4.090, -0.964)
H (1.570, -2.723, -4.009)
H (1.324, -3.902, -2.697)
H (2.974, -3.356, -3.118)
H (0.927, 0.187, -2.488)
H (1.401, 1.746, -1.769)
H (2.637, 0.506, -2.101)
H (-1.454, -2.413, 1.519)
H (-1.543, -3.768, -0.563)
H (-1.688, -2.619, -2.746)
H (-1.749, -0.183, -2.865)

Calculated values
SMILES ... COC(=O)c1cn(NC(=O)/C=C/c2cccc(OC)c2OC)c(=O)c2ccccc12
Orbital gap ... 8.614 eV
Spin multiplicity ... 1
Energy relative to the best compared isomer or geometry (same formula, charge and spin) ... 3.293 eV

No. 2
Density functional theory data (wB97M-V/def2-TZVPD) for the molecule C18H21ClN4O3S in a non-equilibrium geometry.

Element x y z (Å)
O (6.086, -0.345, 1.968)
C (5.182, -0.988, 1.558)
S (4.984, -2.715, 1.426)
C (3.349, -2.679, 0.840)
C (3.076, -1.348, 0.703)
O (1.826, -0.925, 0.187)
N (4.086, -0.388, 0.972)
C (3.993, 1.042, 0.778)
C (3.704, 1.726, 2.142)
C (2.325, 1.281, 2.768)
C (1.163, 1.897, 1.942)
N (0.297, 0.958, 1.143)
C (-0.605, 0.084, 1.966)
C (-1.346, -0.975, 1.070)
N (-1.914, -0.327, -0.230)
C (-3.079, -0.876, -0.818)
N (-3.813, -1.595, -0.131)
O (-4.964, -1.762, -0.942)
C (-4.778, -1.348, -2.217)
C (-5.567, -1.228, -3.490)
C (-4.917, -0.827, -4.689)
C (-3.596, -0.398, -4.577)
Cl (-2.664, -0.127, -6.084)
C (-2.875, -0.467, -3.325)
C (-3.559, -0.751, -2.124)
C (-1.169, 0.741, -0.887)
C (-0.565, 1.687, 0.154)
H (2.930, -3.660, 0.575)
H (1.504, -0.187, 0.752)
H (4.973, 1.328, 0.400)
H (3.195, 1.162, 0.092)
H (4.531, 1.615, 2.862)
H (3.612, 2.857, 2.037)
H (2.281, 1.519, 3.783)
H (2.255, 0.235, 2.726)
H (0.502, 2.538, 2.566)
H (1.534, 2.574, 1.288)
H (-1.417, 0.704, 2.518)
H (0.035, -0.364, 2.816)
H (-0.777, -1.943, 0.923)
H (-2.195, -1.296, 1.617)
H (-6.582, -1.622, -3.522)
H (-5.559, -0.855, -5.535)
H (-1.823, -0.226, -3.362)
H (-0.417, 0.349, -1.585)
H (-1.943, 1.250, -1.487)
H (-1.390, 2.197, 0.711)
H (0.088, 2.475, -0.279)

Calculated values
SMILES ... O=c1scc(O)n1CCCCN1CCN(c2noc3ccc(Cl)cc23)CC1
Orbital gap ... 8.100 eV
Spin multiplicity ... 1
Energy relative to the best compared isomer or geometry (same formula, charge and spin) ... 4.412 eV

No. 3
Density functional theory data (wB97M-V/def2-TZVPD) for a structure of composition C29H22BrF4HfNO5PS in a non-equilibrium geometry.

Element x y z (Å)
Hf (7.137, -5.820, 16.366)
F (4.169, -9.490, 11.091)
C (4.199, -8.710, 12.145)
C (3.308, -7.682, 12.259)
F (2.363, -7.540, 11.344)
C (3.347, -6.843, 13.393)
F (2.337, -5.998, 13.552)
C (4.316, -7.023, 14.379)
P (4.525, -5.886, 15.753)
C (5.499, -4.501, 15.097)
C (5.738, -3.530, 16.042)
C (6.877, -2.724, 15.938)
C (7.809, -2.982, 14.898)
C (7.540, -3.898, 13.869)
C (6.407, -4.697, 14.040)
C (3.027, -5.390, 16.467)
C (2.782, -5.973, 17.692)
C (1.536, -5.612, 18.228)
C (0.755, -4.633, 17.632)
C (1.081, -3.998, 16.462)
C (2.267, -4.383, 15.845)
C (5.288, -8.022, 14.158)
Br (6.799, -8.293, 15.241)
C (5.195, -8.882, 13.091)
F (5.978, -9.938, 12.939)
H (4.957, -3.345, 16.716)
H (7.039, -1.885, 16.587)
H (8.769, -2.448, 14.917)
H (8.203, -3.994, 13.001)
H (6.142, -5.459, 13.306)
H (3.557, -6.646, 18.095)
H (1.239, -6.021, 19.217)
H (-0.162, -4.362, 18.132)
H (0.378, -3.287, 16.004)
H (2.532, -3.804, 14.971)
O (6.995, -4.743, 18.276)
C (7.029, -5.874, 18.869)
O (7.302, -6.930, 18.145)
C (6.717, -5.938, 20.257)
C (7.188, -7.043, 21.013)
C (6.680, -7.282, 22.258)
C (5.918, -6.292, 22.936)
C (5.456, -5.185, 22.170)
C (5.878, -4.973, 20.921)
N (4.554, -4.205, 22.754)
O (3.959, -3.532, 21.920)
O (4.312, -4.203, 23.926)
H (7.977, -7.699, 20.537)
H (7.117, -8.159, 22.810)
H (5.493, -6.499, 23.926)
H (5.470, -4.166, 20.397)
O (9.078, -6.091, 16.002)
S (10.460, -6.944, 16.172)
C (11.803, -5.820, 15.718)
C (12.153, -5.092, 17.044)
C (11.999, -6.095, 18.157)
C (10.685, -6.930, 17.939)
H (11.550, -5.094, 14.909)
H (12.526, -6.512, 15.490)
H (11.329, -4.264, 17.149)
H (13.093, -4.550, 16.984)
H (12.055, -5.535, 19.090)
H (12.818, -6.677, 17.900)
H (9.929, -6.249, 18.292)
H (10.455, -7.881, 18.407)

Calculated values
Orbital gap ... 7.059 eV
Spin multiplicity ... 1
Energy relative to the best compared isomer or geometry (same formula, charge and spin) ... 0.000 eV
Charge ... +3